# C39H37CsGeN11OS5Sb

C39H37CsGeN11OS5Sb as an isolated structure (ωB97M-V/def2-TZVPD, the OMol25 dataset).

Structure (XYZ):
```
96
Properties=species:S:1:pos:R:3:forces:R:3:lowdin_charge:R:1
Cs 0.554 0.644 1.262 -0.3 0.2 -0.1 0.5677
S -0.368 2.316 3.939 0.1 0.2 0.2 0.3479
C -1.942 1.682 4.348 -0.2 -0.1 0.1 -0.7503
C -2.074 1.028 5.583 0.0 0.1 0.0 -0.1023
C -3.273 0.506 6.054 0.0 0.0 0.0 -0.2234
C -3.326 -0.107 7.349 0.0 0.0 0.0 -0.2061
N -3.351 -0.586 8.397 0.0 0.0 0.0 0.1212
C -4.419 0.618 5.249 0.0 0.0 0.0 -0.2224
C -4.310 1.244 4.015 0.1 0.0 0.1 -0.1029
C -3.113 1.801 3.527 0.1 -0.1 0.1 -0.7540
S -3.168 2.571 1.971 0.1 0.0 -0.1 0.4741
C -5.690 0.120 5.688 0.0 0.0 0.0 -0.2035
N -6.722 -0.264 6.029 0.1 0.0 0.0 0.1225
H -1.194 0.949 6.205 0.0 0.0 0.0 0.0927
H -5.189 1.319 3.391 0.0 0.0 0.0 0.0924
C -1.176 6.497 2.260 -0.1 -0.1 0.0 0.0005
C -1.033 6.186 0.817 0.0 -0.3 0.1 -0.3444
N -1.269 6.977 -0.177 0.0 0.0 -0.3 0.0987
N -1.002 6.189 -1.273 -0.1 0.2 0.0 -0.0046
C -0.605 4.933 -0.984 0.1 0.2 0.0 -0.8498
S -0.197 3.719 -2.052 0.0 0.0 0.0 0.5019
N -0.610 4.951 0.378 -0.1 0.0 0.2 -0.0909
N -0.312 3.850 1.174 -0.1 -0.1 0.1 -0.0238
H -1.604 7.489 2.379 0.0 0.0 0.0 0.0779
H -0.206 6.457 2.761 0.0 0.0 0.0 0.0811
H -1.825 5.751 2.729 0.1 0.0 0.0 0.0840
H -1.172 6.524 -2.200 0.0 0.1 -0.1 0.1274
H 0.087 4.165 2.050 0.1 0.1 0.0 -0.0012
H -1.201 3.402 1.469 -0.2 -0.1 0.0 -0.1030
S 1.374 -2.486 0.117 0.4 -0.3 -0.1 0.4768
C 0.438 -3.675 0.949 -0.1 0.1 0.0 -0.7050
C 0.988 -4.885 1.387 0.0 0.0 0.0 -0.0533
C 0.202 -5.885 1.935 0.0 0.0 0.0 -0.1937
C 0.816 -7.115 2.357 -0.1 0.0 0.0 -0.1839
N 1.314 -8.093 2.703 0.0 0.0 0.0 0.1462
C -1.182 -5.692 2.068 -0.1 0.0 0.0 -0.1948
C -1.734 -4.474 1.686 0.0 0.0 0.0 -0.0539
C -0.949 -3.466 1.139 0.1 -0.1 0.1 -0.6472
S -1.711 -1.971 0.613 0.0 -0.1 -0.2 0.6300
C -2.041 -6.755 2.505 0.0 0.1 0.1 -0.1890
N -2.747 -7.606 2.822 0.0 0.0 0.0 0.1463
H 2.053 -5.042 1.281 0.0 0.0 0.0 0.1111
H -2.800 -4.322 1.796 0.0 0.0 0.0 0.1211
Ge -0.777 -2.011 -1.533 -0.4 -0.3 -0.3 0.6296
C -2.312 -1.131 -2.445 -0.1 0.0 0.1 -0.3410
C -2.341 -1.192 -3.839 0.0 0.0 0.1 -0.1348
C -3.347 -0.567 -4.564 0.0 0.0 0.0 -0.1103
C -4.337 0.148 -3.900 0.0 0.0 0.0 -0.1086
C -4.323 0.220 -2.515 0.0 0.0 0.0 -0.0823
C -3.321 -0.422 -1.794 0.0 0.0 -0.1 -0.1173
C -0.900 -3.921 -1.989 0.0 0.1 0.1 -0.3350
C 0.196 -4.643 -2.453 0.0 0.0 0.0 -0.1271
C 0.118 -6.019 -2.634 0.0 0.0 0.0 -0.0992
C -1.060 -6.692 -2.333 0.0 0.0 0.0 -0.1029
C -2.167 -5.982 -1.886 0.0 0.0 0.0 -0.0875
C -2.086 -4.604 -1.723 0.0 0.0 -0.1 -0.1128
H 0.372 -1.365 -2.351 0.0 0.1 0.2 -0.0160
H -1.566 -1.744 -4.366 0.0 0.1 0.0 0.0924
H -3.353 -0.629 -5.647 0.0 0.0 0.0 0.0898
H -5.111 0.656 -4.464 0.0 0.0 0.0 0.0913
H -5.083 0.783 -1.987 0.0 0.0 0.0 0.1037
H -3.335 -0.355 -0.713 0.0 0.1 0.0 0.0597
H 1.125 -4.118 -2.653 0.0 0.0 0.0 0.0760
H 0.980 -6.574 -2.988 0.0 0.0 0.0 0.0925
H -1.111 -7.770 -2.438 0.0 0.0 0.0 0.0943
H -3.086 -6.504 -1.644 0.0 0.0 0.0 0.1000
H -2.952 -4.050 -1.374 0.0 0.0 0.1 0.1045
C 4.505 4.588 -0.209 -0.1 0.0 -0.2 -0.3430
Sb 2.972 3.346 0.681 0.5 0.3 0.1 1.2223
C 4.423 1.916 1.407 -0.1 -0.1 0.0 -0.3398
C 3.044 4.462 2.547 -0.1 0.0 0.0 -0.3468
H 5.306 4.769 0.510 0.0 0.0 0.0 -0.0066
H 4.086 5.545 -0.532 0.0 -0.1 0.0 -0.0095
H 4.899 4.062 -1.082 0.0 0.1 0.1 -0.0210
H 5.374 2.419 1.595 0.0 0.0 0.0 -0.0035
H 4.560 1.134 0.660 0.0 0.0 0.0 -0.0162
H 4.068 1.468 2.340 0.0 0.0 0.0 -0.0009
H 4.057 4.430 2.955 0.0 0.0 0.0 -0.0062
H 2.352 4.030 3.278 0.1 0.0 -0.1 -0.0196
H 2.765 5.506 2.378 0.0 -0.1 0.0 -0.0102
C 3.951 2.520 -4.263 0.0 -0.1 0.0 -0.0122
N 3.972 1.118 -3.862 0.0 0.1 0.1 -0.0447
C 4.180 0.131 -4.754 0.0 0.0 0.0 -0.0723
C 4.177 -1.166 -4.383 0.0 -0.2 -0.1 -0.0200
C 3.925 -1.436 -2.999 0.0 0.3 0.1 -0.3946
N 3.732 -0.483 -2.114 0.0 -0.1 0.0 0.2023
C 3.768 0.822 -2.484 -0.2 0.4 -0.2 -0.4732
O 3.617 1.772 -1.733 0.2 -0.3 0.0 -0.0500
N 3.916 -2.713 -2.558 -0.1 -0.1 0.1 0.1573
H 3.675 2.589 -5.314 0.0 0.0 0.0 0.0858
H 4.925 2.985 -4.108 0.0 0.0 0.0 0.0938
H 3.224 3.047 -3.654 -0.1 0.0 0.0 0.0891
H 4.337 0.441 -5.780 0.0 0.0 0.0 0.1260
H 4.335 -1.959 -5.099 0.0 0.0 0.0 0.0984
H 3.822 -3.449 -3.235 0.0 0.0 0.0 0.0937
H 3.494 -2.874 -1.649 0.0 0.0 0.0 0.0449
```
Positions in Å, forces in eV/Å.

Its total charge is -2. As for the HOMO energy: -1.848 eV. As for the electronic energy: -177263.539 eV. The calculation puts the energy relative to the best compared isomer or geometry (same formula, charge and spin) at 19.6 kcal per mole.